Entry from the OMol25 dataset: one molecule with the formula C5H5NO2 at a distorted geometry (ωB97M-V with the def2-TZVPD basis set).

Output
Total energy (Ha): -398.57329
Net charge: 0
HOMO energy (eV): -8.7104
Energy relative to the best compared isomer or geometry (same formula, charge and spin) (eV): 5.583
Kohn-Sham gap (eV): 9.3247
Structure (SMILES): C1=NO[C@H]2COC=C12

Structure (XYZ):
```
13
Properties=species:S:1:pos:R:3:forces:R:3
C -1.094766 -1.342414 -0.001616 -4.545 4.012 -1.052
C 0.874971 -0.772934 0.911336 2.790 1.588 0.565
C 0.480827 0.511470 0.520918 0.194 -4.834 1.039
C 1.129742 1.597217 -0.148598 0.419 1.318 -3.895
C -0.813776 0.288913 -0.221591 2.097 -0.422 0.040
H -1.228927 -1.741543 -1.098570 0.800 0.002 2.364
H -2.174512 -1.380221 0.593133 2.835 -0.313 -1.603
H 1.986423 -1.170711 1.262732 -3.345 1.169 -0.724
H 1.875798 2.382283 0.186168 -0.927 -1.434 -0.512
H -1.393689 1.118815 0.214113 -1.349 -0.683 -1.003
N 0.739670 1.605390 -1.453152 0.142 -0.071 3.990
O -0.074861 -1.749983 0.835270 1.370 -0.404 -0.220
O -0.306899 0.653716 -1.600143 -0.481 0.071 1.009
```
Positions in Å, forces in eV/Å.

Löwdin atomic charge list, values in e, 2 entries:
1. C -0.12
2. C -0.05